The following is a DFT calculation (the ωB97M-V functional and the def2-TZVPD basis) of a structure of composition C42H75Br22FO7P2S in a non-equilibrium geometry.

Geometry as XYZ:
```
150
Properties=species:S:1:pos:R:3:forces:R:3:lowdin_charge:R:1
C 2.1459 1.5473 -0.0675 1.102 -1.650 -1.095 0.04
C 2.5694 0.1615 -0.3765 -1.062 2.166 0.787 -0.02
C 2.2583 -0.6587 -1.7949 0.102 0.094 1.123 -0.30
O 2.9185 -1.9496 -1.8592 -1.589 1.774 1.163 -0.11
C 2.3832 -3.0282 -1.0940 0.566 -3.539 0.485 -0.38
O 1.4162 -2.7865 -0.0408 -0.147 -1.447 -2.239 -0.15
C 0.4570 -3.9357 -0.1536 -1.222 -0.792 1.173 -0.17
C -0.6882 -3.9343 1.0372 -0.433 0.492 -1.619 -0.21
C -1.7617 -5.1436 0.6094 1.030 -0.365 -1.004 -0.21
C 3.6689 -3.8247 -0.3785 -0.347 0.823 1.279 -0.55
Br 4.8767 -4.5777 -1.8205 -0.932 0.562 0.873 0.66
C 4.5547 -2.8497 0.6136 2.023 -0.520 -1.133 -0.65
C 6.0619 -3.4844 0.9635 -0.125 1.254 -0.453 -0.20
Br 3.6869 -2.5835 2.4393 0.189 0.058 -1.495 0.57
C 0.7000 -0.5905 -2.2796 -1.225 0.802 -1.858 -0.22
C 0.2806 -1.7390 -3.4077 -0.513 -0.443 -0.290 -0.08
C -0.4101 -1.1231 -4.7594 -2.477 1.305 -3.855 -0.08
C 0.1384 0.1922 -5.5989 -2.414 -1.599 -0.722 0.00
C -0.5577 0.7856 -6.9608 -1.351 -3.665 1.851 -0.14
C -1.8816 0.0547 -7.5955 2.920 -2.283 3.650 -0.26
C -2.4492 -1.2818 -6.8142 2.868 1.997 0.956 -0.03
C -1.7542 -1.8667 -5.4136 0.914 2.569 -1.736 -0.12
C -2.4617 -3.2170 -4.7859 0.252 -0.123 -1.189 -0.13
O -0.3089 -0.6096 -1.2158 0.602 1.621 -1.314 -0.22
C -1.0025 0.6709 -1.0504 0.869 0.864 2.425 -0.62
P -2.6431 0.8531 -2.0082 -1.267 -0.301 -2.332 0.89
C -3.8297 2.0955 -1.0893 -0.977 0.076 1.410 -0.32
O -3.4608 -0.7042 -2.0461 1.695 1.596 2.878 -0.38
P -1.4356 0.7774 0.8471 0.031 -1.813 1.376 0.91
C -1.1674 2.5605 1.4760 2.104 0.414 0.088 -0.33
O -0.1951 -0.2179 1.6201 -1.365 0.905 0.035 -0.39
S 3.2070 0.3726 -3.1067 4.666 1.325 2.676 0.79
O 2.7225 1.8320 -3.2085 -5.917 -6.681 5.192 -0.63
O 4.6865 0.4124 -2.5576 -5.654 -2.004 -0.977 -0.48
F 3.3084 -0.4620 -4.6181 -1.188 0.706 2.833 -0.28
H 1.4410 1.8138 0.8307 2.552 -0.780 -0.929 0.06
H 2.5661 2.4789 -0.6847 -1.999 -2.321 0.499 0.10
H 3.1437 -0.4241 0.4897 -2.442 0.576 -1.872 0.11
H 1.9205 -3.8360 -1.8412 0.990 1.928 1.271 0.16
H 1.0441 -4.9618 -0.0278 -1.089 2.114 -0.575 0.12
H -0.1545 -3.8987 -1.1775 1.626 0.012 2.095 0.13
H -1.2540 -2.8886 0.9284 1.360 -2.269 0.570 0.10
H -0.2318 -4.0882 2.1068 -0.877 0.335 -2.231 0.08
H -2.8789 -4.7978 0.6433 2.226 -0.738 0.245 0.08
H -1.5445 -5.4588 -0.5213 -0.458 0.810 2.285 0.08
H -1.5582 -6.1130 1.2498 -0.571 2.229 -1.612 0.00
H 3.3052 -4.7609 0.2432 0.572 2.010 -1.389 0.06
H 4.7930 -1.7958 0.1073 -0.957 -2.275 1.212 0.12
H 6.4500 -2.8670 1.9009 -0.762 -1.631 -1.973 0.08
H 6.0410 -4.6408 1.1426 -0.005 2.355 -0.203 0.06
H 6.7694 -3.2174 0.0410 -1.566 -0.781 2.052 0.08
H 0.5500 0.4469 -2.8521 0.692 -2.107 1.298 0.14
H -0.5131 -2.4588 -2.8840 1.674 1.730 -1.145 0.12
H 1.1714 -2.4216 -3.7373 -1.417 1.457 0.666 0.13
H 1.1024 0.7200 -5.1542 -2.285 -1.057 -1.239 0.06
H -0.1037 1.7234 -7.4965 -0.916 -2.062 1.270 0.08
H -2.3497 0.5249 -8.5712 1.232 -1.813 2.151 0.03
H -3.3919 -1.8239 -7.3022 2.320 1.196 1.393 0.09
H -2.9717 -3.7702 -5.7080 1.067 1.206 1.983 0.08
H -1.6536 -3.9887 -4.3714 -1.784 1.880 -0.700 0.08
H -3.3214 -2.9930 -4.0114 2.019 -0.259 -1.399 0.08
H -0.3660 1.6268 -1.2681 -0.868 -1.834 -0.191 0.10
H -4.9044 2.1164 -1.6089 2.564 -0.370 0.822 0.07
H -3.4391 3.2044 -1.1395 -0.454 -2.292 0.113 0.06
H -4.0238 1.7686 0.0322 0.381 0.900 -2.176 -0.02
H -3.3666 -1.0733 -1.1120 -0.459 0.335 -1.534 0.05
H -0.8167 3.2072 0.5615 -0.907 -0.769 1.891 0.06
H -2.0522 3.0166 2.0907 1.468 -0.902 -1.543 0.03
H -0.2369 2.5125 2.2210 -1.959 0.095 -1.564 0.02
H -0.6063 -0.8276 2.3040 0.248 1.215 -1.391 -0.03
Br -0.0716 -0.5553 6.3655 -0.093 -0.040 -0.039 0.65
C -0.1623 -2.4719 6.0163 0.177 -0.014 0.122 -0.67
C -0.2560 -2.7541 4.5349 -0.025 -0.191 -0.007 -0.65
Br -2.0549 -2.4117 3.8632 0.094 0.139 0.049 0.70
H -1.0105 -2.8606 6.5865 0.176 0.082 -0.242 0.06
H 0.7647 -2.8800 6.4288 -0.146 0.057 -0.150 0.06
H -0.0738 -3.8131 4.3315 -0.015 0.143 0.125 0.05
H 0.4293 -2.1501 3.9337 -0.078 -0.112 0.203 0.05
Br 9.1860 3.8186 -1.7919 0.076 -0.053 -0.043 0.59
C 8.4585 2.3864 -2.8978 -0.088 0.166 -0.069 -0.69
C 7.5389 1.4922 -2.0993 -0.080 -0.218 -0.227 -0.72
Br 8.5513 0.2771 -0.9578 -0.050 0.047 0.075 0.59
H 9.3095 1.8555 -3.3332 -0.244 0.063 0.179 0.05
H 7.9069 2.8944 -3.6938 0.002 -0.155 0.172 0.05
H 6.9602 0.8429 -2.7624 0.126 0.213 0.114 0.03
H 6.8536 2.0437 -1.4495 0.215 -0.095 -0.222 0.06
Br 4.2213 -5.8539 3.9898 -0.027 -0.216 -0.064 0.59
C 4.6452 -7.5901 3.2091 0.159 0.093 0.232 -0.68
C 4.5983 -7.5372 1.6998 0.001 -0.224 -0.109 -0.67
Br 2.7594 -7.5448 1.0497 0.053 0.121 -0.015 0.62
H 3.9468 -8.3129 3.6398 0.154 0.160 -0.224 0.05
H 5.6570 -7.8180 3.5558 -0.159 0.019 -0.145 0.06
H 5.0559 -8.4317 1.2679 -0.073 0.155 0.117 0.06
H 5.0809 -6.6495 1.2814 -0.131 -0.203 0.171 0.03
Br 5.4150 0.7785 -7.6512 -0.119 -0.017 0.063 0.60
C 4.2077 2.2457 -7.2117 0.202 0.329 -0.266 -0.68
C 4.6908 3.0072 -5.9994 0.935 -0.208 -0.319 -0.60
Br 4.3146 2.0287 -4.3547 7.463 6.346 -7.921 1.03
H 3.2119 1.8124 -7.0834 0.219 0.067 0.091 0.04
H 4.2081 2.8886 -8.0964 -0.029 -0.137 0.123 0.05
H 4.1509 3.9528 -5.8972 0.006 -0.200 -0.021 0.06
H 5.7659 3.2075 -6.0127 -0.202 0.083 -0.447 0.04
Br -3.0796 2.3615 -7.3198 -1.127 1.401 0.493 0.82
C -4.7204 3.4113 -7.2230 0.166 0.142 0.155 -0.66
C -5.7236 2.9546 -8.2564 -0.214 0.194 -0.041 -0.70
Br -5.2536 3.6066 -10.0335 -0.002 -0.123 0.053 0.59
H -4.4344 4.4613 -7.3303 -0.236 -0.217 -0.061 0.05
H -5.1046 3.2454 -6.2127 0.005 0.001 -0.193 0.06
H -6.7104 3.3787 -8.0501 0.189 -0.067 -0.003 0.06
H -5.8085 1.8667 -8.3279 0.116 0.274 0.077 0.05
Br -2.4956 6.5693 2.2821 0.009 -0.152 0.027 0.62
C -1.6593 6.2847 4.0208 -0.121 0.153 0.094 -0.71
C -0.1766 6.5704 3.9679 0.105 -0.019 0.166 -0.68
Br 0.7939 5.1102 3.1133 0.030 0.157 0.012 0.63
H -1.8933 5.2604 4.3238 0.100 0.233 -0.100 0.01
H -2.1628 6.9825 4.6958 0.172 -0.105 -0.099 0.01
H 0.2401 6.6361 4.9769 -0.160 -0.013 -0.146 0.06
H 0.0703 7.4827 3.4176 -0.157 -0.240 0.114 0.06
Br -5.2126 0.2958 2.3216 0.124 0.058 0.051 0.62
C -3.8348 0.7870 3.6116 -0.120 -0.221 0.085 -0.71
C -4.4017 1.6483 4.7160 0.079 0.135 0.108 -0.67
Br -4.6768 3.4820 4.1110 -0.004 -0.067 -0.044 0.61
H -3.0315 1.2733 3.0512 -0.257 -0.117 0.180 -0.01
H -3.4691 -0.1626 4.0121 -0.083 0.310 -0.012 -0.03
H -3.6942 1.7263 5.5464 -0.086 -0.079 -0.146 0.04
H -5.3626 1.2901 5.0959 0.255 0.044 -0.164 0.06
Br -2.5009 9.9355 5.2577 -0.043 0.083 0.010 0.62
C -4.3222 10.1333 4.5889 -0.059 -0.214 0.108 -0.68
C -4.3740 9.9716 3.0875 -0.162 0.122 -0.178 -0.70
Br -3.7255 11.5727 2.1819 0.035 -0.131 0.032 0.60
H -4.6850 11.1056 4.9333 0.125 -0.223 -0.175 0.05
H -4.8934 9.3418 5.0820 0.082 0.115 -0.146 0.06
H -5.4066 9.8516 2.7476 0.159 0.013 0.145 0.06
H -3.7757 9.1330 2.7203 -0.124 0.213 0.201 -0.01
Br -0.6269 3.2038 10.0390 -0.137 -0.037 -0.070 0.61
C -1.5344 2.3783 8.5229 0.236 -0.140 0.132 -0.71
C -1.4483 3.2511 7.2925 -0.160 0.011 -0.169 -0.69
Br -2.6977 4.7451 7.3976 0.134 -0.004 0.017 0.62
H -2.5611 2.1733 8.8384 0.225 0.129 -0.155 0.06
H -1.0127 1.4309 8.3611 -0.101 0.186 -0.038 0.00
H -1.7479 2.6925 6.4013 0.080 0.023 0.145 0.04
H -0.4542 3.6774 7.1315 -0.223 -0.163 0.129 0.06
Br -6.0226 -6.9004 2.9458 0.131 0.002 -0.093 0.61
C -4.3716 -7.8934 2.6430 -0.236 -0.127 0.025 -0.69
C -3.3594 -7.6162 3.7300 0.313 -0.092 0.040 -0.66
Br -2.5149 -5.8758 3.4815 -0.428 -0.173 1.049 0.70
H -4.0180 -7.6277 1.6429 -0.011 -0.021 0.295 0.05
H -4.6677 -8.9461 2.6510 0.114 0.178 0.044 0.06
H -2.5393 -8.3385 3.6871 -0.187 0.072 -0.035 0.06
H -3.7898 -7.6213 4.7354 0.013 -0.012 -0.324 0.05
```
Positions in Å, forces in eV/Å.

Calculated values
Strongest force on any atom: 12.598 eV Å⁻¹
Kohn-Sham gap: 6.33 eV
E: -1632143.5997 eV